Formula: C39H51BaBrFN5O2Se2Si
Source: OMol25
Level of theory: ωB97M-V/def2-TZVPD

Geometry (Å):
Ba (0.28275, 0.14033, 0.97689)
C (-4.79257, 2.30524, 3.10898)
Se (-3.74249, 1.55214, 1.63710)
C (-5.04970, 0.17055, 1.17085)
C (-5.20094, -0.94187, 2.19456)
Se (-3.64993, -2.14502, 2.17536)
C (-4.27104, -3.26157, 3.65669)
H (-5.81966, 2.44330, 2.77765)
H (-4.37327, 3.27574, 3.36414)
H (-4.76828, 1.67039, 3.99211)
H (-4.72128, -0.22402, 0.21214)
H (-5.99919, 0.68825, 1.02627)
H (-6.08500, -1.53518, 1.95458)
H (-5.31731, -0.55214, 3.20711)
H (-5.21193, -3.74708, 3.40702)
H (-4.39192, -2.67476, 4.56603)
H (-3.51545, -4.02702, 3.82521)
N (1.23457, -2.61968, 1.55480)
C (1.15240, -3.57519, 2.67051)
C (-0.04230, -3.20885, 3.54348)
C (0.25463, -2.08907, 4.54501)
C (-0.96605, -1.21113, 4.81306)
N (-1.03436, -0.15345, 3.79957)
H (0.48819, -2.85828, 0.89872)
H (2.08036, -2.76825, 1.00992)
H (2.07479, -3.51525, 3.25344)
H (1.06175, -4.60680, 2.31338)
H (-0.40312, -4.08867, 4.08124)
H (-0.85539, -2.89567, 2.87578)
H (1.04986, -1.44710, 4.15240)
H (0.63438, -2.51952, 5.47400)
H (-0.93251, -0.79505, 5.82574)
H (-1.87195, -1.81590, 4.74292)
H (-0.47794, 0.62901, 4.13027)
H (-1.97229, 0.18926, 3.61753)
C (-1.36482, -3.74631, -1.26546)
O (-0.11799, -3.07360, -1.08649)
C (0.71822, -3.03854, -2.15109)
C (0.67565, -3.95246, -3.18763)
C (1.57683, -3.84051, -4.24041)
Br (1.50193, -5.11170, -5.64890)
C (2.50693, -2.83155, -4.28370)
C (2.55795, -1.90186, -3.24077)
C (1.67258, -2.00716, -2.15938)
O (1.70320, -1.12397, -1.14833)
C (3.45983, -0.75516, -3.27250)
N (3.46062, 0.16557, -2.33761)
C (4.37183, 1.12318, -2.71311)
C (4.72387, 2.31750, -2.09122)
C (5.67365, 3.09848, -2.71869)
C (6.25932, 2.70782, -3.93092)
C (5.91087, 1.52870, -4.56408)
C (4.95248, 0.74583, -3.93504)
N (4.35170, -0.45500, -4.26243)
H (-1.81800, -3.44539, -2.21002)
H (-2.00420, -3.41060, -0.45433)
H (-1.22551, -4.83023, -1.23298)
H (-0.05711, -4.74518, -3.18821)
H (3.18041, -2.76421, -5.12649)
H (2.36347, -0.39523, -1.42605)
H (4.24292, 2.61217, -1.16696)
H (5.96975, 4.03859, -2.27417)
H (6.99930, 3.35111, -4.38657)
H (6.36092, 1.23908, -5.50372)
H (4.51426, -0.99315, -5.09426)
C (3.15233, 0.11403, 2.30590)
Si (2.69010, 1.95416, 2.04740)
C (4.35278, 2.81455, 2.14786)
C (1.64646, 2.48994, 3.54595)
N (1.85545, 2.11304, 0.59327)
C (1.53187, 3.25490, -0.06355)
C (1.72665, 4.57610, 0.38600)
C (1.37677, 5.67390, -0.38970)
C (0.80937, 5.51572, -1.64246)
C (0.58038, 4.22680, -2.11852)
C (0.93407, 3.15506, -1.33941)
F (0.67862, 1.89216, -1.79223)
H (3.38655, -0.05679, 3.35973)
H (4.07389, -0.03133, 1.73552)
H (2.51053, -0.71651, 2.01642)
H (4.97129, 2.35776, 2.92378)
H (4.26861, 3.87771, 2.37411)
H (4.87864, 2.71139, 1.19641)
H (1.66567, 1.75932, 4.35916)
H (0.60937, 2.73208, 3.30384)
H (2.12324, 3.39192, 3.93726)
H (2.16822, 4.72975, 1.36370)
H (1.55098, 6.66977, -0.00215)
H (0.53717, 6.37346, -2.24083)
H (0.12487, 4.04745, -3.08318)
C (-2.13112, -0.48318, -0.59746)
C (-2.97394, -0.30009, -1.46954)
C (-4.00259, -0.12259, -2.45431)
C (-4.53009, -1.21649, -3.14520)
C (-5.53739, -1.04340, -4.08277)
C (-6.03775, 0.22232, -4.34636)
C (-5.52409, 1.31801, -3.66483)
C (-4.51780, 1.15098, -2.72830)
H (-4.14476, -2.20586, -2.93925)
H (-5.93183, -1.90317, -4.60900)
H (-6.82215, 0.35471, -5.07954)
H (-5.90920, 2.30934, -3.86624)
H (-4.10986, 1.99916, -2.19436)

Atoms 1-2, force components in eV/Å:
-1.6 -0.8 -0.8
0.1 0.0 -0.1

Computed properties:
Energy relative to the best compared isomer or geometry (same formula, charge and spin)   0.0 kcal per mole
Net charge   0
Lowest unoccupied orbital energy   0.180 eV


Formula: C39H51BrN7O4PbSi3
Source: OMol25
Level of theory: ωB97M-V/def2-TZVPD

Geometry (Å):
Pb (-0.39614, 0.64814, -0.01368)
N (-1.93641, 1.55509, -1.93038)
C (-3.36026, 1.16764, -1.92233)
C (-3.94243, 1.15773, -0.50757)
C (-3.59533, -0.13300, 0.24187)
O (-4.45281, -1.00333, 0.34385)
O (-2.39630, -0.21101, 0.72110)
H (-1.82902, 2.55979, -2.01607)
H (-1.43444, 1.11124, -2.69098)
H (-3.43729, 0.16891, -2.34504)
H (-3.94794, 1.82958, -2.56559)
H (-5.02781, 1.23284, -0.55798)
H (-3.55622, 2.01652, 0.04650)
C (-1.25884, 5.48083, 2.75968)
Si (-2.05683, 4.06238, 1.83033)
C (-1.89584, 4.47111, 0.01042)
C (-3.89783, 3.94235, 2.21402)
N (-1.18397, 2.57877, 2.23070)
C (-1.10643, 2.07187, 3.39791)
C (-1.82816, 2.61611, 4.56962)
C (-1.57704, 2.22296, 5.82181)
C (-0.57686, 1.20491, 6.10796)
C (0.06612, 0.59049, 5.11347)
C (-0.20042, 0.87248, 3.68338)
N (0.27255, 0.17185, 2.74103)
Si (1.26873, -1.31400, 2.92776)
C (0.08649, -2.53747, 3.71800)
C (2.79755, -1.03548, 3.97126)
C (1.78105, -1.97413, 1.27095)
H (-1.79865, 6.40761, 2.54414)
H (-0.22529, 5.61379, 2.42804)
H (-1.24470, 5.33582, 3.84138)
H (-1.97657, 5.55763, -0.09468)
H (-2.69622, 4.02564, -0.58364)
H (-0.93480, 4.17080, -0.40841)
H (-4.47681, 4.39544, 1.40558)
H (-4.16531, 4.45617, 3.14053)
H (-4.21680, 2.90075, 2.30426)
H (-2.57211, 3.37978, 4.38854)
H (-2.11827, 2.67208, 6.64621)
H (-0.37561, 0.93903, 7.13803)
H (0.79249, -0.18013, 5.33244)
H (-0.12446, -2.31180, 4.76623)
H (0.49570, -3.54953, 3.65692)
H (-0.86204, -2.53181, 3.17319)
H (2.63357, -1.12799, 5.04746)
H (3.22556, -0.05698, 3.75204)
H (3.54328, -1.78052, 3.68142)
H (1.12623, -1.68801, 0.44713)
H (1.76082, -3.06847, 1.30018)
H (2.79052, -1.64889, 1.02008)
C (-2.49903, -2.75532, -3.24458)
C (-1.03407, -2.73439, -3.69665)
C (-0.73367, -4.04468, -4.42447)
C (-0.80462, -1.57270, -4.66889)
Si (0.02918, -2.43667, -2.13912)
O (-0.15719, -0.94631, -1.57117)
C (1.86240, -2.67797, -2.55791)
C (2.42414, -3.85121, -3.07445)
C (3.78787, -3.96401, -3.31130)
C (4.63280, -2.89812, -3.03323)
C (4.10345, -1.72059, -2.52581)
C (2.73713, -1.61708, -2.29738)
C (-0.50378, -3.71935, -0.85761)
C (-1.38659, -3.32902, 0.15524)
C (-1.85518, -4.23844, 1.09471)
C (-1.44572, -5.56368, 1.04631)
C (-0.57033, -5.97474, 0.04915)
C (-0.11083, -5.06097, -0.89037)
H (-3.17344, -2.71577, -4.11041)
H (-2.73403, -1.91671, -2.58698)
H (-2.72517, -3.66443, -2.68198)
H (-1.40875, -4.15680, -5.28347)
H (-0.88530, -4.91176, -3.77489)
H (0.28901, -4.07198, -4.80720)
H (-1.48998, -1.64334, -5.52337)
H (0.21926, -1.57290, -5.05464)
H (-0.96727, -0.60866, -4.18278)
H (1.79437, -4.70594, -3.29545)
H (4.19201, -4.88850, -3.70783)
H (5.69914, -2.98529, -3.20359)
H (4.75783, -0.88855, -2.29606)
H (2.33553, -0.69178, -1.89699)
H (-1.73777, -2.30278, 0.20298)
H (-2.54939, -3.90758, 1.85847)
H (-1.80924, -6.27455, 1.77958)
H (-0.24493, -7.00779, 0.00264)
H (0.58390, -5.40609, -1.64839)
Br (2.97602, 7.07575, -2.33904)
C (2.17752, 5.41555, -1.91521)
C (1.73565, 4.58690, -2.92894)
C (1.15756, 3.38279, -2.55891)
N (1.00083, 3.00005, -1.29504)
C (1.47014, 3.79904, -0.33957)
C (2.05991, 5.02650, -0.59523)
H (1.84764, 4.85592, -3.96913)
H (0.80489, 2.69344, -3.32097)
H (1.38094, 3.42812, 0.67680)
H (2.43283, 5.64254, 0.21005)
O (2.68875, 1.22752, 1.20615)
N (3.74646, 0.55149, 1.14179)
C (4.61719, 0.88541, 0.19104)
C (4.41562, 1.95266, -0.73648)
N (4.27335, 2.80461, -1.50114)
C (5.82532, 0.12926, 0.10963)
N (6.80924, -0.46674, 0.02304)

Atoms 1-2, force components in eV/Å:
0.4 0.0 0.0
-0.1 0.0 0.1

Computed properties:
Energy relative to the best compared isomer or geometry (same formula, charge and spin)   2.1 kcal per mole
Net charge   -1
Lowest unoccupied orbital energy   0.725 eV


Formula: C39H51CeN4SSi
Source: OMol25
Level of theory: ωB97M-V/def2-TZVPD

Geometry (Å):
Ce (11.15527, 10.74559, 11.85344)
C (8.53792, 10.93430, 12.32114)
C (8.62603, 11.04388, 10.93878)
C (8.96015, 9.78636, 10.42584)
C (9.12994, 8.90389, 11.49363)
C (8.80805, 9.52746, 12.67383)
H (8.29378, 11.70302, 13.03671)
H (8.61806, 11.99400, 10.42339)
H (9.24893, 9.55749, 9.38605)
H (9.36843, 7.88924, 11.31736)
H (8.79127, 9.11014, 13.68187)
C (12.13085, 8.83682, 12.98110)
Si (12.84125, 9.30895, 14.60047)
C (12.41177, 11.06715, 14.96151)
N (11.03446, 11.64136, 14.54893)
C (9.98689, 11.06240, 15.36813)
C (9.55484, 11.90461, 16.54198)
C (10.70998, 12.66331, 17.19940)
C (11.40682, 13.54044, 16.18940)
C (11.07344, 13.13251, 14.70236)
C (12.22084, 8.34619, 16.07820)
C (11.45986, 7.17322, 15.96096)
C (11.15373, 6.42990, 17.14527)
C (11.42102, 6.88692, 18.41458)
C (12.25296, 8.02796, 18.54923)
C (12.65084, 8.74539, 17.39990)
C (14.73075, 9.33908, 14.86050)
C (15.24767, 8.19922, 15.52216)
C (16.53423, 8.13149, 16.00018)
C (17.38971, 9.21665, 15.90499)
C (16.94817, 10.35135, 15.23687)
C (15.63634, 10.39892, 14.78610)
H (11.27026, 8.23755, 13.29272)
H (12.77798, 8.18813, 12.45890)
H (13.09746, 11.76875, 14.47834)
H (12.53954, 11.21359, 16.04764)
H (10.29690, 10.08877, 15.69222)
H (9.04416, 10.89126, 14.86080)
H (9.05170, 11.25995, 17.29173)
H (8.77255, 12.58947, 16.17641)
H (11.36440, 11.88841, 17.60688)
H (10.31542, 13.13930, 18.10526)
H (12.51997, 13.48020, 16.23985)
H (11.22672, 14.56818, 16.29184)
H (11.83859, 13.50056, 14.07569)
H (10.10277, 13.51759, 14.39299)
H (11.37914, 6.74537, 14.97210)
H (10.68960, 5.51406, 16.94765)
H (11.23794, 6.13774, 19.24426)
H (12.57051, 8.37959, 19.59956)
H (13.37370, 9.64285, 17.61324)
H (14.60972, 7.38522, 15.70636)
H (16.90727, 7.26817, 16.62266)
H (18.38275, 9.12836, 16.27765)
H (17.56238, 11.23492, 15.13582)
H (15.32920, 11.39795, 14.54945)
N (13.62246, 11.84549, 11.87537)
H (14.22067, 11.17200, 12.32688)
H (13.88696, 12.75100, 12.24006)
H (13.89824, 11.85111, 10.90926)
C (13.62303, 12.25383, 6.20061)
C (13.49050, 13.03429, 7.34485)
C (12.87584, 12.54563, 8.49384)
C (12.46160, 11.17580, 8.52425)
C (12.07081, 10.58135, 9.75682)
C (11.89752, 9.23984, 9.77958)
C (11.80221, 8.44125, 8.64395)
C (12.16593, 9.02390, 7.39371)
C (12.57142, 10.42356, 7.40215)
C (13.09078, 10.96868, 6.23112)
H (14.05905, 12.65813, 5.31814)
H (13.82146, 14.07970, 7.34100)
H (12.72697, 13.20764, 9.38446)
H (11.60519, 8.70553, 10.70600)
H (11.41394, 7.43843, 8.74738)
H (12.07766, 8.58562, 6.40614)
H (13.13290, 10.43186, 5.34070)
C (6.64028, 14.62989, 13.79741)
C (6.91944, 14.22186, 12.39064)
N (8.39438, 14.22777, 12.17822)
C (9.16700, 14.11360, 11.07183)
S (10.82998, 13.80898, 11.30803)
N (8.61930, 14.27676, 9.84279)
C (9.39578, 14.13975, 8.62065)
C (8.34384, 13.97681, 7.51018)
H (5.55958, 14.55335, 14.01936)
H (6.93574, 15.68037, 14.02121)
H (7.06750, 14.01956, 14.59829)
H (6.56020, 14.85368, 11.60129)
H (6.60744, 13.15575, 12.22633)
H (9.02989, 14.12190, 13.00914)
H (7.60352, 14.43922, 9.83508)
H (10.03204, 13.28405, 8.70828)
H (10.08996, 14.98021, 8.52967)
H (7.57185, 13.16969, 7.75693)
H (8.88436, 13.76950, 6.58295)
H (7.76901, 14.91815, 7.46682)

Atoms 1-2, force components in eV/Å:
-0.1 0.1 0.2
0.0 -1.9 1.6

Computed properties:
Energy relative to the best compared isomer or geometry (same formula, charge and spin)   34.4 kcal per mole
Net charge   +1
Lowest unoccupied orbital energy (alpha / beta)   -3.118 / -3.119 eV


Formula: C39H51Cl2CsN3OSb
Source: OMol25
Level of theory: ωB97M-V/def2-TZVPD

Geometry (Å):
Cs (-1.04856, 0.46377, 1.21768)
C (-3.17947, -1.64574, 4.00153)
C (-3.74571, -1.08353, 2.72450)
C (-4.09622, 0.26289, 2.65666)
C (-4.54498, 0.83800, 1.47328)
C (-4.86137, 2.30940, 1.41293)
C (-4.66680, 0.03056, 0.34473)
C (-4.36197, -1.32616, 0.38741)
C (-4.59561, -2.19762, -0.81609)
C (-3.88392, -1.86529, 1.58060)
H (-2.55015, -0.90791, 4.50183)
H (-2.57854, -2.53500, 3.80873)
H (-3.97633, -1.92965, 4.69192)
H (-3.93853, 0.89181, 3.52704)
H (-5.92681, 2.48737, 1.57268)
H (-4.60284, 2.73057, 0.44050)
H (-4.31412, 2.85956, 2.17865)
H (-5.00710, 0.47115, -0.58746)
H (-4.43168, -1.65060, -1.74468)
H (-5.62771, -2.55523, -0.82509)
H (-3.94604, -3.07064, -0.81122)
H (-3.60405, -2.91323, 1.62251)
N (2.28650, 0.99683, 1.55920)
C (3.11356, 1.65279, 0.66171)
C (4.47654, 1.72903, 0.80551)
C (5.27936, 2.33210, -0.18276)
C (4.73224, 2.86840, -1.31241)
C (3.32983, 2.81402, -1.49448)
C (2.68139, 3.35188, -2.62912)
C (1.32479, 3.26217, -2.73916)
C (0.60601, 2.62014, -1.70992)
N (1.16462, 2.10016, -0.64805)
C (2.51484, 2.19888, -0.51845)
H (2.66190, 0.86734, 2.48727)
H (1.36185, 1.39788, 1.59423)
H (4.94164, 1.31378, 1.69144)
H (6.35012, 2.37043, -0.02932)
H (5.34770, 3.33822, -2.06854)
H (3.27474, 3.83124, -3.39850)
H (0.79534, 3.66279, -3.59287)
H (-0.47472, 2.53117, -1.78767)
Cl (-0.55879, 1.06723, 6.51722)
C (-0.71158, 2.48865, 5.52731)
C (-0.83745, 3.73551, 6.15434)
C (-0.96747, 4.88044, 5.42403)
Cl (-1.11648, 6.41369, 6.24401)
C (-0.98795, 4.83120, 4.00894)
C (-1.12379, 5.95954, 3.17341)
C (-1.13643, 5.79697, 1.81621)
C (-1.02092, 4.50014, 1.28880)
N (-0.89784, 3.42500, 2.03031)
C (-0.86696, 3.56768, 3.37985)
C (-0.70093, 2.33193, 4.13932)
O (-0.58030, 1.22862, 3.51497)
H (-0.82896, 3.77768, 7.23512)
H (-1.21420, 6.94191, 3.61678)
H (-1.23345, 6.64360, 1.15007)
H (-1.02704, 4.35381, 0.21221)
C (0.06313, -4.86909, -2.33342)
C (-0.53017, -3.55048, -1.84336)
C (-1.21323, -3.78459, -0.49234)
C (-1.58709, -3.06531, -2.83600)
Sb (0.85982, -1.87302, -1.54982)
C (2.67651, -2.80130, -0.72026)
C (2.24824, -3.41925, 0.61361)
C (3.66778, -1.67931, -0.39790)
C (3.37288, -3.85928, -1.56969)
C (1.42010, -1.33329, -3.61038)
C (1.56963, -2.49047, -4.59280)
C (0.31954, -0.39237, -4.11195)
C (2.72517, -0.53808, -3.56327)
H (-0.74808, -5.57198, -2.55958)
H (0.68348, -5.33299, -1.56520)
H (0.66712, -4.75657, -3.23349)
H (-2.01570, -4.52293, -0.61227)
H (-1.66104, -2.86783, -0.09834)
H (-0.52704, -4.17113, 0.26077)
H (-2.42471, -3.77205, -2.85120)
H (-1.19493, -3.00253, -3.85188)
H (-1.98815, -2.08501, -2.56408)
H (1.79499, -2.67623, 1.27526)
H (3.12996, -3.82137, 1.12555)
H (1.54638, -4.24383, 0.48288)
H (3.18299, -0.83715, 0.09369)
H (4.19018, -1.30998, -1.27603)
H (4.42765, -2.06749, 0.29124)
H (2.77144, -4.75769, -1.70500)
H (4.30424, -4.15727, -1.07316)
H (3.64265, -3.48069, -2.55709)
H (0.63030, -3.02312, -4.74675)
H (2.31890, -3.21513, -4.27163)
H (1.88493, -2.10045, -5.56829)
H (-0.65502, -0.87862, -4.17774)
H (0.57992, -0.03161, -5.11403)
H (0.21961, 0.47927, -3.46239)
H (3.58790, -1.18733, -3.41965)
H (2.72732, 0.21914, -2.77446)
H (2.86321, -0.01887, -4.51915)

Atoms 1-2, force components in eV/Å:
-0.5 -0.8 -1.6
0.0 0.0 0.0

Computed properties:
Net charge   0
Lowest unoccupied orbital energy   0.019 eV


- Look up the net charge of the first one.
  0